# 1
ORCA calculation (ωB97M-V/def2-TZVPD) on the ion C11H14NO3 with charge +1.

```
29
C11H14NO3 ωB97M-V/def2-TZVPD
C 3.25217 1.99158 0.43984
C 3.39770 0.76648 0.44195
C -1.42103 0.10986 0.30487
C -1.38410 -1.33750 0.14191
C -0.11979 0.45991 0.32890
C -2.66663 0.93152 0.41453
C 0.84685 -0.73022 -0.05184
C -2.57681 -2.11138 0.14516
C -2.39978 2.38902 0.12618
C 1.27483 -0.51302 -1.53167
C 3.26396 -0.65227 0.58697
N -0.16787 -1.79697 -0.03652
O 0.37918 1.64826 0.46999
O -3.69170 0.40504 0.68559
O 1.85114 -1.14784 0.86299
H 3.20533 3.05724 0.41188
H -3.26001 -1.98048 1.07689
H -2.34399 -3.13162 -0.09407
H -3.25868 -1.77050 -0.58733
H -1.57472 2.73468 0.62259
H -3.22988 2.95512 0.35608
H -2.22039 2.56251 -0.85559
H 0.44470 -0.28907 -2.12596
H 1.75545 -1.41088 -1.96671
H 1.90573 0.38586 -1.53247
H 3.63057 -1.18494 1.47649
H 3.68478 -1.19700 -0.17631
H -0.00058 -2.75469 -0.46503
H 1.42355 1.61130 0.53068
```

Summary:
SMILES	C#CCO[C@@]1(C)[NH+]=C(C)C(C(C)=O)=C1O
LUMO energy	-4.01	eV
charge	+1
energy above the lowest of the compared OMol25 structures with the same formula, charge and spin	48.29	kcal per mole

# 2
ORCA calculation (ωB97M-V/def2-TZVPD) on the ion C11H14NO3S with charge +1.

```
30
C11H14NO3S ωB97M-V/def2-TZVPD
O 1.47940 1.99034 2.75755
C 0.81716 1.12691 2.16624
O 1.27281 -0.22774 1.92325
C 1.40145 -0.47530 0.51546
C 0.14362 -1.22643 -0.14532
N 0.31470 -1.05547 -1.65077
C 1.65012 -1.60457 -2.06776
S 2.56601 -0.37281 -3.14149
C 2.59703 -2.05031 -0.84953
O 2.68305 -1.09895 0.23583
C -0.68160 1.43170 1.64675
C -0.96903 2.29033 0.38264
C -2.43625 2.48553 -0.06052
C -3.54752 1.80400 0.77451
C -3.29001 0.95735 2.04717
C -1.81517 0.75827 2.49975
H 1.45204 0.56786 0.00666
H 0.06484 -2.34086 0.14913
H -0.87080 -0.76776 0.10250
H 0.35887 -0.01838 -1.78999
H -0.49082 -1.40695 -2.19126
H 1.45125 -2.54180 -2.70538
H 2.99357 -1.16585 -4.21976
H 2.17389 -3.04323 -0.42609
H 3.62283 -2.33966 -1.28998
H -0.05235 2.72604 -0.15142
H -2.63337 3.08776 -1.00236
H -4.62007 1.92823 0.41996
H -4.10908 0.45707 2.65841
H -1.52657 0.12465 3.40582
```

Summary:
SMILES	O=C(O[C@@H]1C[NH2+][C@@H](S)CO1)c1ccccc1
LUMO energy	-3.60	eV
charge	+1

# 3
ORCA calculation (ωB97M-V/def2-TZVPD) on a structure of composition C11H14NO4STi.

```
32
C11H14NO4STi ωB97M-V/def2-TZVPD
Ti 0.06407 0.30269 -0.01259
O 2.68776 1.99867 1.48488
C 2.50372 1.31452 0.50692
O 1.49979 1.55462 -0.34849
C 3.41850 0.16690 0.16891
C 4.77486 0.43012 0.37369
C 5.74147 -0.52538 0.12960
C 5.34676 -1.78793 -0.29546
C 4.00685 -2.07165 -0.47261
C 3.01640 -1.10713 -0.25607
S 1.34883 -1.66415 -0.55670
H 5.05508 1.40956 0.73773
H 6.78772 -0.29465 0.27910
H 6.08412 -2.55844 -0.48276
H 3.70318 -3.06115 -0.78908
N -1.18155 -1.20409 3.61857
C -1.10780 -0.74511 2.37076
O -0.11824 -0.07628 2.01110
C -2.19685 -1.03854 1.37956
C -2.10950 -0.01905 0.23419
H -0.43263 -1.01441 4.26405
H -1.99111 -1.70593 3.93519
H -3.15403 -1.09640 1.91244
H -1.99272 -2.05125 1.01221
H -2.66501 0.88352 0.51056
H -2.56712 -0.42053 -0.67172
C -0.44175 1.57378 -2.97544
O -0.34604 0.34449 -2.24738
H -0.55893 1.37294 -4.03974
H 0.43563 2.19656 -2.79967
H -1.32999 2.08401 -2.61051
H 0.39302 -0.19050 -2.56474
```

Summary:
LUMO energy (alpha / beta)	0.36 / 0.36	eV
2S+1	2
charge	0
energy above the lowest of the compared OMol25 structures with the same formula, charge and spin	0.00	kcal per mole

# 4
ORCA calculation (ωB97M-V/def2-TZVPD) on a structure of composition C11H14NPtS.

```
28
C11H14NPtS ωB97M-V/def2-TZVPD
Pt 1.67120 -0.15069 2.37834
C -2.11210 2.40069 -1.37532
C -2.07524 0.91934 -1.09835
C -2.65066 0.01084 -2.17028
C -0.80981 0.33790 -0.51964
C 0.45581 0.76467 -0.97718
C 1.61727 0.15298 -0.55783
C 1.60006 -0.95678 0.35432
C 2.76263 -1.87531 0.53891
C 0.30714 -1.33341 0.88011
C -0.85177 -0.70223 0.42657
H -3.09368 2.84939 -1.14325
H -2.03978 2.63218 -2.44779
H -1.38177 2.96659 -0.80041
H -2.84658 0.81763 -0.29209
H -2.01769 -0.01957 -3.07084
H -3.61243 0.39414 -2.52890
H -2.74974 -1.02581 -1.84284
H 0.51995 1.56073 -1.70624
H 2.55625 0.46124 -1.00161
H 2.74718 -2.38570 1.52005
H 3.73234 -1.41856 0.32810
H 2.68101 -2.73817 -0.15019
H 0.19919 -2.27106 1.43140
H -1.79977 -1.06063 0.80269
S 2.13792 1.36304 4.16019
C 2.44113 -0.26968 4.39289
N 2.61193 -1.42377 4.46918
```

Summary:
LUMO energy (alpha / beta)	-12.14 / -16.45	eV
2S+1	5
charge	+3
energy above the lowest of the compared OMol25 structures with the same formula, charge and spin	12.81	kcal per mole